a:
{
  "formula": "C21H16Cl3F6InN2O10S2",
  "method": "ωB97M-V/def2-TZVPD",
  "elements": ["In", "Cl", "C", "C", "C", "Cl", "C", "O", "C", "C", "O", "C", "H", "H", "H", "F", "C", "F", "F", "S", "O", "O", "N", "S", "O", "O", "C", "F", "F", "F", "O", "C", "O", "C", "N", "C", "C", "C", "H", "H", "H", "H", "H", "H", "H", "H", "H", "Cl", "C", "C", "C", "C", "C", "C", "C", "O", "O", "H", "H", "H", "H"],
  "xyz": [[0.00, 0.31, 0.97], [-2.06, 6.95, -1.61], [-1.37, 5.55, -0.88], [-0.13, 5.67, -0.22], [0.44, 4.57, 0.37], [1.92, 4.68, 1.22], [-0.17, 3.28, 0.33], [0.43, 2.33, 0.93], [-1.42, 3.19, -0.36], [-2.12, 1.97, -0.48], [-1.80, 0.82, -0.12], [-2.00, 4.34, -0.95], [0.36, 6.63, -0.15], [-3.10, 2.04, -0.99], [-2.95, 4.26, -1.45], [-2.49, -1.89, 5.18], [-1.62, -1.89, 4.17], [-1.80, -3.03, 3.50], [-0.39, -1.89, 4.64], [-1.94, -0.46, 2.99], [-0.60, 0.15, 2.90], [-2.39, -1.05, 1.78], [-2.98, 0.51, 3.60], [-2.33, 1.39, 4.78], [-3.31, 2.11, 5.50], [-1.35, 0.63, 5.48], [-1.41, 2.70, 3.75], [-1.70, 3.94, 4.14], [-0.09, 2.59, 3.74], [-1.84, 2.59, 2.48], [-0.77, -3.94, -0.05], [-0.70, -2.65, -0.21], [-0.10, -1.94, 0.58], [-1.36, -2.16, -1.50], [-2.15, -3.29, -2.01], [-1.64, -3.70, -3.32], [-0.19, -3.23, -3.30], [-0.29, -1.89, -2.58], [-1.94, -1.26, -1.25], [-3.15, -3.13, -2.00], [-1.39, -4.24, -0.80], [-2.19, -3.23, -4.15], [-1.73, -4.78, -3.43], [0.23, -3.14, -4.30], [0.42, -3.93, -2.73], [-0.64, -1.12, -3.26], [0.66, -1.56, -2.16], [6.78, -2.23, -3.31], [5.52, -1.62, -2.32], [4.81, -2.48, -1.49], [3.78, -1.99, -0.72], [3.43, -0.65, -0.81], [4.15, 0.22, -1.63], [5.20, -0.27, -2.38], [2.18, -0.18, -0.13], [1.25, 0.21, -0.87], [2.08, -0.27, 1.10], [5.08, -3.53, -1.46], [3.22, -2.64, -0.07], [3.87, 1.26, -1.67], [5.77, 0.39, -3.01]],
  "lowdin_charge": [0.91, 0.68, -0.67, -0.09, -0.57, 0.77, -0.35, -0.10, -0.12, -0.13, -0.03, -0.05, 0.11, 0.15, 0.12, 0.16, -0.65, 0.14, 0.17, 0.65, -0.30, -0.25, -0.26, 0.62, -0.24, -0.26, -0.62, 0.15, 0.15, 0.09, 0.17, -0.44, 0.06, -0.20, -0.03, -0.18, -0.15, -0.10, 0.14, 0.14, 0.13, 0.12, 0.12, 0.12, 0.12, 0.13, 0.10, 0.68, -0.68, -0.09, 0.00, -0.13, 0.00, -0.09, -0.62, 0.02, 0.06, 0.11, 0.13, 0.13, 0.11],
  "gap_ev": 7.70,
  "homo_ev": -8.74
}

b:
{
  "formula": "C21H16Cl3F6InN2O10S2",
  "method": "ωB97M-V/def2-TZVPD",
  "elements": ["In", "Cl", "C", "C", "C", "Cl", "C", "O", "C", "C", "O", "C", "H", "H", "H", "F", "C", "F", "F", "S", "O", "O", "N", "S", "O", "O", "C", "F", "F", "F", "O", "C", "O", "C", "N", "C", "C", "C", "H", "H", "H", "H", "H", "H", "H", "H", "H", "Cl", "C", "C", "C", "C", "C", "C", "C", "O", "O", "H", "H", "H", "H"],
  "xyz": [[-0.63, -0.19, -0.88], [-7.93, 0.14, -2.12], [-6.30, 0.11, -1.52], [-6.02, 0.70, -0.28], [-4.75, 0.69, 0.22], [-4.42, 1.41, 1.75], [-3.65, 0.11, -0.49], [-2.48, 0.13, 0.03], [-3.97, -0.47, -1.75], [-3.01, -1.11, -2.58], [-1.78, -1.21, -2.40], [-5.30, -0.46, -2.25], [-6.81, 1.15, 0.29], [-3.40, -1.56, -3.50], [-5.51, -0.92, -3.21], [1.67, 2.95, -1.98], [0.56, 3.69, -1.99], [0.16, 3.85, -3.25], [0.82, 4.88, -1.47], [-0.82, 2.84, -1.07], [-1.63, 3.88, -0.53], [-1.38, 1.90, -2.01], [-0.11, 1.87, 0.01], [0.63, 2.42, 1.33], [1.43, 1.35, 1.85], [1.17, 3.72, 1.13], [-0.70, 2.60, 2.60], [-0.11, 2.92, 3.75], [-1.59, 3.53, 2.29], [-1.33, 1.43, 2.76], [0.51, -3.82, 0.94], [0.17, -2.57, 1.04], [-0.67, -2.08, 0.29], [0.82, -1.81, 2.18], [1.79, -2.71, 2.83], [1.43, -2.86, 4.26], [-0.07, -2.62, 4.26], [-0.22, -1.47, 3.27], [1.27, -0.92, 1.76], [2.74, -2.38, 2.70], [1.20, -3.92, 1.66], [1.94, -2.12, 4.88], [1.71, -3.85, 4.61], [-0.45, -2.38, 5.25], [-0.60, -3.51, 3.90], [0.09, -0.53, 3.74], [-1.22, -1.33, 2.87], [7.42, 0.14, -3.74], [5.79, 0.02, -3.15], [5.58, -0.40, -1.84], [4.28, -0.50, -1.38], [3.21, -0.18, -2.20], [3.44, 0.25, -3.51], [4.74, 0.35, -3.99], [1.83, -0.27, -1.70], [0.85, 0.03, -2.45], [1.59, -0.64, -0.51], [6.42, -0.65, -1.21], [4.08, -0.81, -0.36], [2.60, 0.50, -4.14], [4.94, 0.68, -5.00]],
  "lowdin_charge": [0.92, 0.67, -0.66, -0.10, -0.56, 0.76, -0.34, -0.11, -0.11, -0.12, 0.00, -0.06, 0.11, 0.14, 0.12, 0.16, -0.67, 0.15, 0.17, 0.66, -0.22, -0.28, -0.31, 0.63, -0.26, -0.23, -0.68, 0.15, 0.16, 0.12, 0.18, -0.44, 0.05, -0.23, -0.02, -0.18, -0.15, -0.11, 0.12, 0.13, 0.12, 0.12, 0.11, 0.12, 0.12, 0.12, 0.13, 0.68, -0.66, -0.09, 0.00, -0.13, 0.00, -0.09, -0.55, 0.00, -0.01, 0.11, 0.12, 0.13, 0.11],
  "gap_ev": 7.88,
  "homo_ev": -8.60
}

Energetically preferred structure: b | next structure: +35.8 kcal/mol

a:
{
  "formula": "C38H22F9N2O6PTi",
  "method": "ωB97M-V/def2-TZVPD",
  "elements": ["Ti", "O", "C", "O", "C", "C", "C", "C", "C", "N", "C", "O", "O", "H", "H", "H", "H", "O", "C", "O", "C", "C", "C", "C", "C", "C", "C", "C", "C", "N", "H", "H", "H", "H", "H", "H", "F", "C", "F", "F", "C", "C", "C", "C", "C", "C", "P", "C", "C", "C", "C", "C", "C", "C", "F", "F", "F", "C", "C", "C", "C", "C", "C", "C", "F", "F", "F", "H", "H", "H", "H", "H", "H", "H", "H", "H", "H", "H", "H"],
  "xyz": [[-0.04, 0.38, -0.22], [2.68, 2.15, -2.78], [1.80, 1.89, -1.81], [1.72, 0.72, -1.31], [0.99, 2.92, -1.30], [1.11, 4.33, -1.42], [0.49, 5.12, -0.50], [-0.18, 4.55, 0.62], [-0.32, 3.19, 0.64], [0.12, 2.43, -0.36], [-0.69, 2.32, 1.82], [-1.21, 2.72, 2.84], [-0.31, 1.07, 1.60], [3.12, 1.32, -3.00], [1.74, 4.75, -2.20], [0.58, 6.20, -0.57], [-0.53, 5.15, 1.45], [-2.32, -0.34, -3.55], [-1.90, -0.19, -2.42], [-0.67, 0.00, -2.07], [-2.85, -0.29, -1.24], [-4.22, -0.46, -1.52], [-5.07, -0.62, -0.47], [-4.56, -0.60, 0.84], [-5.42, -0.77, 1.95], [-4.92, -0.73, 3.22], [-3.54, -0.53, 3.42], [-2.69, -0.38, 2.36], [-3.17, -0.40, 1.04], [-2.32, -0.25, -0.04], [-4.53, -0.48, -2.56], [-6.14, -0.76, -0.62], [-6.47, -0.91, 1.77], [-5.58, -0.85, 4.07], [-3.15, -0.48, 4.43], [-1.64, -0.19, 2.54], [-0.29, -7.69, -3.00], [-1.33, -6.94, -2.59], [-2.11, -7.73, -1.83], [-2.04, -6.60, -3.68], [-0.87, -5.73, -1.81], [-1.16, -4.45, -2.24], [-0.72, -3.37, -1.49], [0.01, -3.57, -0.32], [0.32, -4.87, 0.08], [-0.12, -5.95, -0.66], [0.59, -2.12, 0.63], [-0.02, -2.41, 2.32], [-0.99, -3.35, 2.63], [-1.49, -3.44, 3.92], [-1.02, -2.58, 4.90], [-0.05, -1.64, 4.60], [0.45, -1.55, 3.32], [-1.55, -2.68, 6.30], [-0.79, -3.49, 7.06], [-1.58, -1.49, 6.91], [-2.80, -3.18, 6.33], [2.38, -2.46, 0.74], [3.14, -2.07, -0.36], [4.50, -2.36, -0.41], [5.09, -3.04, 0.65], [4.34, -3.42, 1.75], [2.98, -3.13, 1.80], [6.56, -3.37, 0.63], [6.76, -4.69, 0.77], [7.21, -2.76, 1.64], [7.15, -2.99, -0.51], [-1.72, -4.29, -3.15], [-0.92, -2.36, -1.83], [0.91, -5.03, 0.97], [0.12, -6.95, -0.34], [-1.39, -4.00, 1.86], [-2.26, -4.16, 4.15], [0.30, -0.96, 5.37], [1.18, -0.78, 3.09], [2.68, -1.52, -1.17], [5.09, -2.06, -1.26], [4.81, -3.94, 2.58], [2.40, -3.44, 2.66]],
  "lowdin_charge": [1.03, 0.14, -0.44, -0.10, -0.18, 0.01, -0.05, 0.01, -0.18, 0.01, -0.52, 0.11, -0.21, 0.13, 0.12, 0.10, 0.12, 0.10, -0.58, -0.14, -0.18, 0.02, 0.02, -0.15, -0.03, -0.06, -0.04, -0.01, -0.15, 0.12, 0.12, 0.12, 0.11, 0.11, 0.11, 0.08, 0.15, -0.59, 0.14, 0.14, -0.11, 0.02, -0.04, -0.33, -0.07, 0.00, 1.11, -0.36, -0.05, 0.00, -0.12, 0.01, -0.09, -0.59, 0.15, 0.14, 0.14, -0.33, -0.06, 0.01, -0.11, 0.00, -0.06, -0.59, 0.14, 0.14, 0.14, 0.13, 0.08, 0.11, 0.13, 0.11, 0.13, 0.13, 0.12, 0.09, 0.12, 0.13, 0.11],
  "gap_ev": [5.78, 8.55],
  "homo_ev": [-6.42, -9.25],
  "multiplicity": 3
}

b:
{
  "formula": "C38H22F9N2O6PTi",
  "method": "ωB97M-V/def2-TZVPD",
  "elements": ["Ti", "O", "C", "O", "C", "C", "C", "C", "C", "N", "C", "O", "O", "H", "H", "H", "H", "O", "C", "O", "C", "C", "C", "C", "C", "C", "C", "C", "C", "N", "H", "H", "H", "H", "H", "H", "F", "C", "F", "F", "C", "C", "C", "C", "C", "C", "P", "C", "C", "C", "C", "C", "C", "C", "F", "F", "F", "C", "C", "C", "C", "C", "C", "C", "F", "F", "F", "H", "H", "H", "H", "H", "H", "H", "H", "H", "H", "H", "H"],
  "xyz": [[0.19, -0.02, 1.74], [1.14, 3.78, 0.61], [0.66, 2.69, 1.23], [0.97, 1.51, 0.82], [-0.18, 2.79, 2.36], [-0.62, 3.90, 3.10], [-1.33, 3.68, 4.25], [-1.61, 2.36, 4.68], [-1.19, 1.32, 3.88], [-0.50, 1.52, 2.76], [-1.37, -0.18, 4.08], [-1.96, -0.66, 5.02], [-0.81, -0.83, 3.10], [1.73, 3.51, -0.11], [-0.36, 4.89, 2.77], [-1.68, 4.51, 4.84], [-2.14, 2.17, 5.60], [0.80, -3.66, 0.80], [0.87, -2.52, 1.20], [0.10, -1.53, 0.79], [1.91, -2.04, 2.15], [2.88, -2.90, 2.67], [3.86, -2.40, 3.48], [3.90, -1.01, 3.73], [4.91, -0.42, 4.51], [4.96, 0.94, 4.70], [3.97, 1.76, 4.14], [2.95, 1.20, 3.41], [2.88, -0.18, 3.18], [1.87, -0.70, 2.41], [2.81, -3.94, 2.39], [4.62, -3.05, 3.91], [5.66, -1.05, 4.95], [5.75, 1.38, 5.28], [4.01, 2.83, 4.29], [2.18, 1.85, 2.99], [0.64, 0.93, -7.89], [0.37, 1.95, -7.06], [-0.76, 2.52, -7.52], [1.34, 2.86, -7.24], [0.24, 1.50, -5.64], [1.02, 2.07, -4.64], [0.87, 1.63, -3.34], [-0.05, 0.64, -3.02], [-0.81, 0.07, -4.04], [-0.68, 0.50, -5.34], [-0.14, 0.01, -1.28], [-0.12, -1.75, -1.76], [-1.22, -2.58, -1.90], [-1.03, -3.92, -2.22], [0.25, -4.41, -2.40], [1.36, -3.59, -2.26], [1.16, -2.26, -1.94], [0.46, -5.85, -2.78], [-0.58, -6.64, -2.49], [1.54, -6.39, -2.19], [0.66, -5.99, -4.11], [-1.90, 0.43, -0.90], [-2.55, 1.40, -1.65], [-3.84, 1.81, -1.33], [-4.49, 1.24, -0.25], [-3.84, 0.29, 0.54], [-2.55, -0.11, 0.22], [-5.91, 1.63, 0.07], [-6.05, 2.06, 1.33], [-6.37, 2.61, -0.72], [-6.76, 0.60, -0.08], [1.73, 2.85, -4.89], [1.47, 2.06, -2.55], [-1.52, -0.71, -3.81], [-1.27, 0.07, -6.13], [-2.21, -2.20, -1.74], [-1.88, -4.58, -2.32], [2.35, -3.99, -2.38], [2.02, -1.61, -1.80], [-2.06, 1.85, -2.50], [-4.34, 2.55, -1.93], [-4.35, -0.15, 1.38], [-2.07, -0.90, 0.81]],
  "lowdin_charge": [0.98, 0.13, -0.45, -0.18, -0.19, 0.02, -0.04, 0.02, -0.15, 0.01, -0.53, 0.11, -0.10, 0.13, 0.12, 0.11, 0.12, 0.14, -0.50, -0.24, -0.13, 0.03, 0.03, -0.14, -0.02, -0.07, -0.05, 0.01, -0.15, 0.06, 0.13, 0.12, 0.12, 0.11, 0.11, 0.09, 0.14, -0.59, 0.14, 0.14, -0.12, 0.00, -0.07, -0.35, -0.06, 0.01, 1.16, -0.37, -0.06, 0.01, -0.12, 0.00, -0.09, -0.59, 0.14, 0.14, 0.13, -0.32, -0.06, 0.01, -0.11, 0.01, -0.08, -0.59, 0.14, 0.14, 0.14, 0.12, 0.10, 0.11, 0.13, 0.11, 0.12, 0.13, 0.12, 0.10, 0.12, 0.13, 0.10],
  "gap_ev": [5.56, 7.50],
  "homo_ev": [-6.82, -8.79],
  "multiplicity": 3
}

Energetically preferred structure: a | next structure: +46.1 kcal/mol

a:
{
  "formula": "C2H5NS",
  "method": "ωB97M-V/def2-TZVPD",
  "elements": ["C", "C", "H", "H", "H", "H", "H", "N", "S"],
  "xyz": [[1.72, 0.19, 0.04], [-2.04, -0.18, 0.12], [1.30, 1.56, -0.25], [2.33, 0.36, 1.29], [2.56, -0.59, -1.18], [-2.66, -1.11, -0.21], [-2.84, 0.67, 0.22], [-0.80, 0.04, -0.14], [0.43, -0.94, 0.10]],
  "lowdin_charge": [-0.59, -0.18, 0.15, 0.10, 0.15, 0.08, 0.08, -0.48, 0.68],
  "gap_ev": 8.47,
  "homo_ev": -8.12
}

b:
{
  "formula": "C2H5NS",
  "method": "ωB97M-V/def2-TZVPD",
  "elements": ["C", "N", "S", "C", "H", "H", "H", "H", "H"],
  "xyz": [[-2.24, -0.16, -0.01], [-1.04, 0.29, -0.58], [0.31, -0.87, -0.26], [1.88, 0.29, 0.00], [-2.47, -1.22, 0.64], [-3.05, 0.75, 0.20], [2.18, 0.52, -1.07], [1.74, 1.01, 0.84], [2.69, -0.61, 0.23]],
  "lowdin_charge": [-0.20, -0.40, 0.64, -0.36, 0.11, 0.10, 0.02, 0.03, 0.07],
  "gap_ev": 8.92,
  "homo_ev": -8.57,
  "smiles": "C=NSC"
}

Energetically preferred structure: b | next structure: +79.2 kcal/mol

a:
{
  "formula": "C7H10N2S",
  "method": "ωB97M-V/def2-TZVPD",
  "elements": ["C", "C", "C", "C", "S", "C", "N", "C", "C", "N", "H", "H", "H", "H", "H", "H", "H", "H", "H", "H"],
  "xyz": [[-2.14, 0.74, 0.50], [-0.90, 0.66, -0.43], [0.22, 1.67, -0.15], [1.58, 0.67, 0.52], [3.23, 1.15, -0.23], [1.01, -0.70, 0.25], [1.48, -1.94, 0.35], [0.46, -2.73, -0.07], [-0.60, -1.96, -0.49], [-0.16, -0.66, -0.35], [-2.84, 1.45, 0.27], [-1.82, 0.98, 1.58], [-2.76, -0.14, 0.73], [-1.23, 0.78, -1.40], [0.05, 2.38, 0.72], [0.55, 2.31, -1.05], [1.52, 1.10, 1.53], [3.20, 0.23, -1.23], [0.78, -3.78, -0.21], [-1.64, -2.19, -0.84]],
  "lowdin_charge": [-0.04, -0.27, -0.08, -0.46, 0.68, -0.40, 0.09, -0.16, -0.07, -0.02, 0.03, 0.11, 0.08, 0.10, 0.10, 0.11, 0.08, -0.13, 0.11, 0.12],
  "gap_ev": 9.40,
  "homo_ev": -8.56,
  "smiles": "C[C@H]1C[C@H](S)c2nccn21"
}

b:
{
  "formula": "C7H10N2S",
  "method": "ωB97M-V/def2-TZVPD",
  "elements": ["C", "C", "C", "C", "S", "C", "N", "C", "N", "C", "H", "H", "H", "H", "H", "H", "H", "H", "H", "H"],
  "xyz": [[1.53, 0.90, -0.55], [0.01, 0.49, -0.52], [-0.88, 1.66, -0.45], [-0.32, -0.41, -1.74], [-1.49, -1.75, -1.27], [-0.95, -1.60, 0.36], [-0.88, -2.46, 1.46], [-0.05, -1.87, 2.28], [0.29, -0.66, 1.89], [-0.18, -0.47, 0.59], [1.63, 1.27, -1.56], [2.22, 0.12, -0.48], [1.73, 1.71, 0.15], [-0.54, 2.60, -0.83], [-1.13, 1.73, 0.57], [-1.80, 1.45, -1.01], [-0.63, 0.32, -2.58], [0.58, -0.83, -2.07], [0.03, -2.24, 3.23], [0.82, 0.06, 2.52]],
  "lowdin_charge": [-0.02, -0.56, -0.05, -0.39, 0.93, -0.56, 0.08, -0.24, 0.10, -0.26, 0.08, 0.06, 0.08, 0.09, 0.07, 0.10, 0.13, 0.05, 0.09, 0.21],
  "gap_ev": 8.21,
  "homo_ev": -7.62,
  "smiles": "CC1(C)CSc2nc[nH]c21"
}

Energetically preferred structure: b | next structure: +10.8 kcal/mol